Record 1
C48H55Cl4F3N8NiO3 as an isolated structure. Source: OMol25; level of theory: wB97M-V/def2-TZVPD.

Values from the calculation:
- energy above the lowest of the compared OMol25 structures with the same formula, charge and spin (eV) = 1.573
- multiplicity = 3
- HOMO energy (alpha / beta) (eV) = -7.79 / -7.74
- gap between HOMO and LUMO (alpha / beta) (eV) = 8.08 / 7.63

```
122
C48H55Cl4F3N8NiO3, DFT wB97M-V/def2-TZVPD
Ni -6.780 -8.826 1.644
C -7.092 -11.297 2.729
O -5.821 -10.626 2.564
O -7.955 -10.439 2.150
C -7.052 -12.740 2.209
F -6.367 -12.908 1.061
F -6.492 -13.581 3.117
F -8.297 -13.216 2.022
C -4.689 -11.258 3.130
C -3.483 -10.341 2.970
H -3.668 -9.318 3.298
H -2.631 -10.719 3.536
H -3.193 -10.348 1.919
H -4.408 -12.185 2.629
H -4.749 -11.442 4.205
H -7.198 -11.370 3.824
C -2.922 -7.757 -0.044
C -4.031 -7.035 0.721
O -5.073 -7.855 1.089
H -2.453 -8.573 0.512
H -2.122 -7.047 -0.263
H -3.413 -8.191 -0.917
H -4.396 -6.237 0.047
H -3.651 -6.403 1.545
N -3.240 -17.811 -0.022
C -4.278 -17.112 -0.504
C -5.230 -16.480 0.293
C -5.085 -16.559 1.683
C -4.027 -17.265 2.196
C -3.160 -17.897 1.299
H -4.420 -17.064 -1.577
H -6.035 -15.967 -0.212
H -5.858 -16.148 2.320
H -3.909 -17.406 3.261
H -2.354 -18.516 1.677
N 1.385 -7.696 2.274
C 0.941 -8.432 3.296
C -0.308 -8.260 3.878
C -1.098 -7.203 3.448
C -0.620 -6.435 2.406
C 0.635 -6.680 1.847
H 1.561 -9.250 3.643
H -0.567 -8.905 4.709
H -2.017 -6.998 3.981
H -1.210 -5.598 2.052
H 1.057 -6.056 1.073
N -1.329 -13.408 6.468
C -1.872 -13.146 5.275
C -2.799 -13.988 4.634
C -3.207 -15.123 5.323
C -2.613 -15.437 6.532
C -1.714 -14.539 7.074
H -1.507 -12.246 4.797
H -3.094 -13.724 3.628
H -3.954 -15.740 4.843
H -2.874 -16.370 7.011
H -1.190 -14.787 7.989
N -10.816 -13.145 -2.295
C -10.623 -14.461 -2.442
C -9.590 -15.110 -1.801
C -8.710 -14.375 -1.030
C -8.893 -13.011 -0.887
C -10.003 -12.432 -1.528
H -11.352 -15.017 -3.018
H -9.420 -16.166 -1.971
H -7.894 -14.856 -0.508
H -8.243 -12.380 -0.298
H -10.225 -11.385 -1.375
N -11.762 -15.506 3.230
C -12.660 -16.286 2.637
C -12.457 -16.769 1.352
C -11.284 -16.504 0.681
C -10.351 -15.681 1.303
C -10.706 -15.086 2.503
H -13.565 -16.468 3.203
H -13.171 -17.371 0.802
H -11.072 -16.972 -0.272
H -9.471 -15.311 0.792
H -10.006 -14.467 3.048
N -2.491 -12.811 0.535
C -2.512 -14.085 0.152
C -1.811 -14.571 -0.961
C -1.216 -13.588 -1.751
C -1.327 -12.247 -1.447
C -1.954 -11.891 -0.263
H -3.009 -14.813 0.782
H -1.823 -15.625 -1.193
H -0.749 -13.946 -2.661
H -1.002 -11.471 -2.127
H -2.115 -10.877 0.084
N -6.760 -9.739 -0.428
C -5.556 -10.206 -0.769
C -5.274 -10.842 -1.970
C -6.303 -10.950 -2.903
C -7.531 -10.390 -2.591
C -7.745 -9.862 -1.331
H -4.769 -10.075 -0.038
H -4.304 -11.194 -2.291
H -6.126 -11.373 -3.883
H -8.311 -10.370 -3.339
H -8.747 -9.519 -1.111
N -7.036 -7.912 3.535
C -8.172 -7.921 4.257
C -8.254 -7.441 5.555
C -7.121 -6.903 6.160
C -5.953 -6.850 5.438
C -5.967 -7.409 4.161
H -9.117 -8.246 3.843
H -9.196 -7.426 6.082
H -7.196 -6.452 7.142
H -5.040 -6.455 5.857
H -5.053 -7.396 3.577
C -3.982 -10.952 7.516
Cl -3.499 -9.670 6.337
Cl -5.216 -11.979 6.828
H -3.117 -11.570 7.730
H -4.429 -10.478 8.381
C -8.900 -12.036 6.087
Cl -8.869 -10.362 6.647
Cl -10.032 -12.213 4.741
H -7.906 -12.321 5.764
H -9.281 -12.704 6.852
```

Here are the Mulliken charges for atoms 1 to 99, given in e: number 1, Ni, carries 0.420; number 2, C, carries 1.233; number 3, O, carries 1.707; number 4, O, carries -1.191; number 5, C, carries 0.080; number 6, F, carries -0.161; number 7, F, carries -0.236; number 8, F, carries -0.055; number 9, C, carries 0.575; number 10, C, carries 0.706; number 11, H, carries -0.250; number 12, H, carries -0.104; number 13, H, carries -0.936; number 14, H, carries -0.081; number 15, H, carries -0.811; number 16, H, carries -0.269; number 17, C, carries -0.561; number 18, C, carries -0.733; number 19, O, carries -0.675; number 20, H, carries -0.144; number 21, H, carries 0.463; number 22, H, carries 0.265; number 23, H, carries 0.326; number 24, H, carries 0.255; number 25, N, carries -0.593; number 26, C, carries -0.511; number 27, C, carries 0.131; number 28, C, carries -0.122; number 29, C, carries -0.427; number 30, C, carries -0.426; number 31, H, carries 0.383; number 32, H, carries 0.109; number 33, H, carries 0.573; number 34, H, carries 0.418; number 35, H, carries 0.367; number 36, N, carries -0.602; number 37, C, carries -0.383; number 38, C, carries -0.203; number 39, C, carries -0.063; number 40, C, carries -0.308; number 41, C, carries -0.375; number 42, H, carries 0.351; number 43, H, carries 0.401; number 44, H, carries 0.412; number 45, H, carries 0.389; number 46, H, carries 0.383; number 47, N, carries -0.599; number 48, C, carries -0.631; number 49, C, carries 0.355; number 50, C, carries -0.353; number 51, C, carries -0.561; number 52, C, carries -0.371; number 53, H, carries 0.548; number 54, H, carries 0.330; number 55, H, carries 0.480; number 56, H, carries 0.418; number 57, H, carries 0.377; number 58, N, carries -0.650; number 59, C, carries -0.462; number 60, C, carries -0.295; number 61, C, carries 0.047; number 62, C, carries 0.813; number 63, C, carries -0.848; number 64, H, carries 0.374; number 65, H, carries 0.561; number 66, H, carries 0.240; number 67, H, carries -0.117; number 68, H, carries 0.397; number 69, N, carries -0.478; number 70, C, carries -0.319; number 71, C, carries -0.429; number 72, C, carries -0.455; number 73, C, carries 0.415; number 74, C, carries -0.211; number 75, H, carries 0.382; number 76, H, carries 0.343; number 77, H, carries 0.383; number 78, H, carries -0.026; number 79, H, carries 0.375; number 80, N, carries 0.067; number 81, C, carries 0.234; number 82, C, carries -0.793; number 83, C, carries -0.377; number 84, C, carries -0.828; number 85, C, carries -0.202; number 86, H, carries 0.176; number 87, H, carries 0.486; number 88, H, carries 0.363; number 89, H, carries 0.463; number 90, H, carries 0.360; number 91, N, carries 0.523; number 92, C, carries -0.299; number 93, C, carries -0.809; number 94, C, carries -0.423; number 95, C, carries -0.526; number 96, C, carries -0.627; number 97, H, carries 0.561; number 98, H, carries 0.434; number 99, H, carries 0.475



Record 2
FH3O3P as an isolated structure. Source: OMol25; level of theory: wB97M-V/def2-TZVPD.

Values from the calculation:
- charge = +1
- energy above the lowest of the compared OMol25 structures with the same formula, charge and spin (eV) = 3.887
- HOMO energy (eV) = -16.80
- gap between HOMO and LUMO (eV) = 10.20

```
8
FH3O3P, DFT wB97M-V/def2-TZVPD
O 1.105 -0.301 1.235
O 0.666 1.575 -0.555
O -1.647 -0.061 -0.102
F 1.201 -0.897 -1.117
P 0.551 0.116 -0.104
H 1.989 -0.687 1.258
H 0.350 1.826 -1.454
H -2.043 -0.194 0.854
```

What are the Mulliken partial charges on each atom? They are as follows, in elementary charge units: number 1, O, carries -0.339; number 2, O, carries -0.329; number 3, O, carries -0.511; number 4, F, carries -0.145; number 5, P, carries 1.132; number 6, H, carries 0.407; number 7, H, carries 0.411; number 8, H, carries 0.373



Record 3
C15H26InO2 as an isolated structure. Source: OMol25; level of theory: wB97M-V/def2-TZVPD.

Values from the calculation:
- charge = -1
- HOMO energy (eV) = -4.34
- gap between HOMO and LUMO (eV) = 4.90

```
44
C15H26InO2, DFT wB97M-V/def2-TZVPD
C 4.609 -2.472 -0.262
C 4.660 -1.387 -1.335
C 3.242 -1.047 -1.849
C 2.842 0.395 -1.616
C 1.392 0.673 -2.083
C 0.498 1.408 -1.056
C -0.608 0.556 -0.422
C -0.091 -0.727 0.242
C -0.833 -2.047 -0.077
In -1.543 -2.419 -2.175
H 4.035 -3.313 -0.636
H 5.597 -2.802 0.044
H 4.063 -2.088 0.597
H 5.241 -1.771 -2.170
H 5.135 -0.500 -0.928
H 3.172 -1.253 -2.911
H 2.543 -1.729 -1.372
H 3.506 1.005 -2.228
H 2.986 0.694 -0.580
H 1.407 1.235 -3.008
H 0.939 -0.288 -2.292
H 0.058 2.272 -1.545
H 1.122 1.767 -0.235
H -1.415 0.369 -1.124
H -1.033 1.189 0.357
H -0.165 -0.568 1.325
H 0.968 -0.858 0.062
H -1.670 -2.165 0.608
H -0.144 -2.858 0.162
H -1.740 -4.177 -2.508
H -3.137 -1.612 -2.363
H -0.464 -1.773 -3.440
C -4.923 3.012 3.088
C -4.906 2.201 2.034
C -3.745 1.314 1.763
O -3.721 0.577 0.807
C -2.605 1.369 2.715
C -2.625 2.182 3.769
C -3.785 3.065 4.038
O -3.806 3.806 5.001
H -5.758 3.666 3.305
H -5.725 2.145 1.328
H -1.770 0.715 2.496
H -1.806 2.239 4.474
```

What are the Mulliken partial charges on each atom? They are as follows, in elementary charge units: number 1, C, carries -1.314; number 2, C, carries -0.457; number 3, C, carries -0.402; number 4, C, carries -0.989; number 5, C, carries -0.424; number 6, C, carries -1.111; number 7, C, carries -0.099; number 8, C, carries 0.218; number 9, C, carries -1.585; number 10, In, carries 0.520; number 11, H, carries 0.338; number 12, H, carries 0.394; number 13, H, carries 0.306; number 14, H, carries 0.300; number 15, H, carries 0.356; number 16, H, carries 0.350; number 17, H, carries 0.302; number 18, H, carries 0.393; number 19, H, carries 0.375; number 20, H, carries 0.605; number 21, H, carries -0.017; number 22, H, carries 0.379; number 23, H, carries 0.373; number 24, H, carries 0.403; number 25, H, carries -0.194; number 26, H, carries 0.351; number 27, H, carries -0.200; number 28, H, carries 0.438; number 29, H, carries 0.458; number 30, H, carries -0.371; number 31, H, carries -0.360; number 32, H, carries -0.390; number 33, C, carries -0.362; number 34, C, carries -0.443; number 35, C, carries 0.301; number 36, O, carries -0.433; number 37, C, carries 0.016; number 38, C, carries -0.412; number 39, C, carries 0.373; number 40, O, carries -0.580; number 41, H, carries 0.389; number 42, H, carries 0.425; number 43, H, carries 0.365; number 44, H, carries 0.418



Record 4
C3H3O2Sm as an isolated structure. Source: OMol25; level of theory: wB97M-V/def2-TZVPD.

Values from the calculation:
- charge = +1
- energy above the lowest of the compared OMol25 structures with the same formula, charge and spin (eV) = 0.262
- multiplicity = 7
- HOMO energy (alpha / beta) (eV) = -11.81 / -11.81
- gap between HOMO and LUMO (alpha / beta) (eV) = 6.88 / 6.99

```
9
C3H3O2Sm, DFT wB97M-V/def2-TZVPD
C 3.421 -1.328 1.152
C 2.600 -1.531 0.108
H 3.298 -0.480 1.837
H 2.829 -2.440 -0.470
H 4.257 -1.999 1.393
O -1.363 0.561 0.257
C -2.396 1.044 0.518
O -3.419 1.555 0.589
Sm 0.885 0.056 -0.844
```

What are the Mulliken partial charges on each atom? They are as follows, in elementary charge units: number 1, C, carries -0.662; number 2, C, carries -0.443; number 3, H, carries 0.149; number 4, H, carries 0.206; number 5, H, carries 0.235; number 6, O, carries -0.442; number 7, C, carries 0.668; number 8, O, carries -0.211; number 9, Sm, carries 1.499



| no. | molar mass (g mol⁻¹) |
| --- | --- |
| 1 | 1049.52 |
| 2 | 100.99 |
| 3 | 353.19 |
| 4 | 221.42 |